Record 1
Computed, not measured: one molecule with the formula C6H15N3, with ωB97M-V/def2-TZVPD.

```
24
Properties=species:S:1:pos:R:3:nbo_charge:R:1
C 1.5815 1.7138 -0.4564 -0.4838
C 2.2462 -0.7328 -0.2135 -0.2252
C 0.8007 -1.2232 -0.6665 -0.4535
C -0.2498 -1.4001 0.5274 -0.2066
C -1.2398 0.6633 1.3764 -0.4699
C -2.5041 0.6736 -1.0127 -0.1822
H 0.8326 1.1189 -1.3211 0.2273
H 2.6051 1.9840 -1.1152 0.1777
H 1.1688 2.7471 0.1485 0.2251
H 2.7530 0.9153 1.0134 0.3518
H 2.8219 -0.6395 -1.1228 0.1770
H 2.7495 -1.2967 0.5988 0.2069
H 0.3902 -0.7623 -1.5832 0.2400
H 0.8861 -2.2907 -1.0806 0.2192
H 0.1685 -1.4089 1.5686 0.2209
H -0.8576 -2.4036 0.4995 0.1983
H -2.3283 1.1734 1.5571 0.2042
H -0.3914 1.5402 0.9388 0.2162
H -1.1405 0.4038 2.5955 0.2271
H -2.9677 1.2400 -0.0912 0.1443
H -2.9648 0.9457 -2.0439 0.1974
N 2.0063 0.5995 0.4986 -0.6615
N -1.3073 -0.5033 0.5184 -0.3066
N -1.7752 -0.3011 -0.7156 -0.2440
```

Summary:
Total charge: 0
Energy above the lowest of the compared OMol25 structures with the same formula, charge and spin, kJ/mol: 610.6
Strongest force on any atom, eV/Å: 4.24
SMILES string: C=NN(C)CCCNC
HOMO-LUMO gap, eV: 9.1

=====

Record 2
Computed, not measured: a 2-piece molecular cluster, C6H15N3O2 overall, with ωB97M-V/def2-TZVPD.

```
26
Properties=species:S:1:pos:R:3:nbo_charge:R:1
C -1.0850 -2.3843 1.8702 -0.6822
C -1.1750 -3.4408 2.9386 -0.6559
C -0.9957 -2.7232 0.4267 0.5941
O 0.3826 -2.5456 0.0799 -0.8065
O -1.5378 -3.1793 -0.6713 -0.7104
H -0.4134 -3.2857 3.7155 0.1873
H -1.0696 -4.4649 2.6056 0.2113
H -2.0842 -3.5467 3.5047 0.1903
H -1.7523 -1.4212 1.8479 0.1494
H -0.0381 -2.0971 1.9246 0.2533
C -0.5343 2.5279 -1.1160 -0.2659
C -0.8010 3.0590 0.2981 -0.6834
C 1.5006 1.3279 -1.7591 0.5350
N 0.8970 2.5311 -1.5292 -0.6250
N 0.8391 0.2189 -1.7294 -0.7940
N 2.7504 1.6390 -2.4441 -0.8975
H -0.9600 1.4545 -1.1036 0.2555
H -1.0115 2.9925 -1.9325 0.1794
H -0.4072 2.2948 0.9571 0.2165
H -1.8265 3.2219 0.6489 0.2120
H 1.2544 3.3588 -1.9603 0.3960
H 0.4470 -1.7533 -0.4108 0.4544
H 1.2803 -0.6611 -1.8286 0.3607
H 3.5027 1.9071 -1.7472 0.3679
H 3.0888 0.9370 -3.0656 0.3754
H -0.2513 4.0328 0.4799 0.1821
```

Summary:
Total charge: -1
Strongest force on any atom, eV/Å: 5.86
2S+1: 2
HOMO-LUMO gap (spin up / spin down), eV: 2.4 / 7.7

=====

Record 3
Computed, not measured: C6H15NNaO2 as an isolated structure, with ωB97M-V/def2-TZVPD.

```
25
Properties=species:S:1:pos:R:3:nbo_charge:R:1
Na 0.9940 -1.5523 0.5152 0.9568
C -1.2826 -2.9414 -1.7575 -0.2564
O -0.8016 -1.7790 -1.1070 -0.6015
C -1.3814 -0.5749 -1.6133 -0.0722
C -0.8390 0.5779 -0.8021 -0.2445
N 0.6202 0.6278 -0.8683 -0.6837
C 1.2450 1.8013 -0.2681 -0.2402
C 1.1716 1.7749 1.2624 -0.0799
O 1.2367 0.4410 1.7432 -0.5988
C 0.8164 0.3145 3.0934 -0.2536
H -1.2569 -2.8367 -2.8471 0.1880
H -2.3101 -3.1757 -1.4643 0.1892
H -0.6451 -3.7861 -1.4988 0.1936
H -2.4701 -0.6078 -1.4973 0.1972
H -1.1589 -0.4772 -2.6814 0.1842
H -1.0967 0.3748 0.2447 0.1849
H -1.3013 1.5197 -1.1112 0.2043
H 1.0212 0.3448 -1.7490 0.3852
H 0.8023 2.7320 -0.6390 0.1958
H 2.2864 1.8129 -0.5974 0.2133
H 0.2423 2.2569 1.5992 0.1769
H 1.9774 2.3715 1.7004 0.1982
H 0.6943 -0.7489 3.3084 0.1784
H -0.1352 0.8252 3.2532 0.1883
H 1.5712 0.7049 3.7816 0.1964
```

Summary:
Total charge: +1
Energy above the lowest of the compared OMol25 structures with the same formula, charge and spin, kJ/mol: 2.3
Strongest force on any atom, eV/Å: 0.70
HOMO-LUMO gap, eV: 9.3